# 1
{"formula": "C9H36N18O9", "method": "ωB97M-V/def2-TZVPD", "symbols": ["C", "O", "N", "N", "H", "H", "H", "H", "C", "O", "N", "N", "H", "H", "H", "H", "C", "O", "N", "N", "H", "H", "H", "H", "C", "O", "N", "N", "H", "H", "H", "H", "C", "O", "N", "N", "H", "H", "H", "H", "C", "O", "N", "N", "H", "H", "H", "H", "C", "O", "N", "N", "H", "H", "H", "H", "C", "O", "N", "N", "H", "H", "H", "H", "C", "O", "N", "N", "H", "H", "H", "H"], "positions_angstrom": [[12.23, 6.96, -20.07], [12.79, 6.85, -19.00], [11.31, 7.95, -20.33], [12.43, 6.09, -21.12], [11.19, 8.68, -19.66], [10.89, 8.02, -21.24], [12.11, 6.35, -22.04], [13.24, 5.51, -21.02], [15.93, 2.98, -19.22], [14.81, 2.63, -18.87], [16.92, 3.13, -18.29], [16.28, 3.29, -20.50], [16.65, 2.99, -17.33], [17.89, 3.24, -18.50], [17.20, 3.68, -20.56], [15.59, 3.52, -21.20], [15.67, -3.80, -20.50], [15.92, -2.69, -20.06], [15.16, -4.80, -19.69], [15.93, -4.18, -21.79], [14.88, -4.44, -18.79], [14.59, -5.52, -20.08], [16.51, -3.59, -22.35], [15.90, -5.15, -22.05], [11.46, 1.69, -19.57], [11.91, 1.84, -20.71], [12.09, 2.07, -18.44], [10.19, 1.21, -19.42], [13.05, 2.39, -18.56], [11.63, 1.86, -17.58], [9.63, 1.00, -20.22], [9.77, 1.11, -18.51], [18.09, -1.13, -26.52], [17.41, -1.13, -27.52], [17.59, -0.74, -25.29], [19.44, -1.39, -26.51], [18.19, -0.94, -24.51], [16.61, -0.56, -25.20], [20.03, -1.08, -25.75], [19.90, -1.77, -27.31], [16.23, 2.68, -27.03], [16.23, 3.29, -28.10], [17.35, 2.11, -26.49], [15.12, 2.66, -26.22], [18.21, 2.16, -27.01], [17.27, 1.32, -25.87], [14.94, 1.98, -25.49], [14.33, 2.96, -26.78], [16.07, 5.73, -23.34], [15.10, 5.64, -22.59], [16.07, 5.23, -24.60], [17.23, 6.36, -22.95], [16.78, 5.43, -25.28], [15.25, 4.70, -24.85], [17.16, 6.85, -22.07], [17.83, 6.78, -23.64], [14.96, 1.12, -22.81], [15.52, 0.91, -23.90], [14.25, 2.24, -22.57], [15.01, 0.21, -21.79], [14.09, 2.91, -23.30], [13.73, 2.32, -21.71], [15.55, -0.60, -22.01], [14.73, 0.58, -20.90], [10.58, 1.58, -23.96], [10.11, 1.66, -25.09], [11.45, 0.59, -23.60], [10.27, 2.47, -22.96], [11.80, 0.00, -24.33], [11.78, 0.61, -22.65], [10.95, 2.55, -22.21], [9.86, 3.33, -23.28]], "multiplicity": 1, "e_lumo_ev": 0.28, "smiles": "NC(N)=O.NC(N)=O.NC(N)=O.NC(N)=O.NC(N)=O.NC(N)=O.NC(N)=O.NC(N)=O.NC(N)=O", "de_lowest_kcal_mol": 7.9, "gap_ev": 9.4755, "max_force_ev_per_a": 1.6}

=====

# 2
{"formula": "C9H38O10", "method": "ωB97M-V/def2-TZVPD", "symbols": ["C", "O", "H", "H", "H", "H", "C", "O", "H", "H", "H", "H", "C", "O", "H", "H", "H", "H", "C", "O", "H", "H", "H", "H", "C", "O", "H", "H", "H", "H", "O", "H", "H", "O", "H", "H", "O", "H", "H", "C", "C", "O", "H", "H", "H", "H", "H", "H", "C", "C", "O", "H", "H", "H", "H", "H", "H"], "positions_angstrom": [[-15.53, -9.30, 16.24], [-16.44, -9.11, 17.30], [-16.10, -9.11, 15.33], [-14.59, -8.76, 16.32], [-15.20, -10.33, 16.37], [-16.37, -9.85, 17.90], [-12.53, -11.87, 12.92], [-13.89, -12.26, 13.01], [-12.08, -12.10, 13.89], [-11.97, -12.46, 12.20], [-12.44, -10.81, 12.66], [-14.01, -13.20, 13.14], [-9.96, -10.32, 19.67], [-10.91, -10.82, 18.72], [-10.49, -9.86, 20.52], [-9.46, -11.20, 20.08], [-9.21, -9.57, 19.40], [-11.72, -10.30, 18.75], [-9.04, -11.53, 16.00], [-10.29, -12.09, 16.36], [-8.25, -12.25, 15.79], [-9.26, -10.95, 15.10], [-8.63, -10.81, 16.71], [-10.64, -11.58, 17.10], [-17.75, -12.41, 14.89], [-18.37, -11.98, 16.13], [-17.11, -11.61, 14.51], [-17.11, -13.29, 14.95], [-18.48, -12.56, 14.10], [-18.09, -11.07, 16.24], [-16.54, -11.27, 18.92], [-15.70, -11.72, 19.03], [-17.21, -11.94, 19.08], [-13.00, -9.06, 18.88], [-13.80, -8.69, 18.50], [-12.93, -8.65, 19.74], [-14.30, -15.13, 13.45], [-13.54, -15.22, 14.02], [-14.82, -15.92, 13.60], [-11.70, -13.69, 21.60], [-12.86, -12.74, 21.37], [-13.36, -12.14, 22.58], [-10.98, -13.20, 22.25], [-11.25, -13.97, 20.64], [-12.06, -14.65, 21.95], [-13.74, -13.15, 20.88], [-12.52, -11.84, 20.85], [-12.59, -11.70, 22.95], [-14.70, -13.89, 17.04], [-13.66, -12.80, 17.28], [-13.98, -11.85, 18.20], [-15.65, -13.42, 16.77], [-14.83, -14.47, 17.95], [-14.43, -14.53, 16.20], [-13.57, -12.20, 16.37], [-12.70, -13.26, 17.51], [-13.26, -11.35, 18.58]], "multiplicity": 1, "e_lumo_ev": 0.14, "smiles": "CCO.CCO.CO.CO.CO.CO.CO.O.O.O", "de_lowest_kcal_mol": 107.3, "gap_ev": 9.8387, "max_force_ev_per_a": 3.5}

=====

# 3
{"formula": "C9H39NO11", "method": "ωB97M-V/def2-TZVPD", "symbols": ["O", "H", "H", "O", "H", "H", "O", "H", "H", "O", "H", "H", "O", "H", "H", "O", "H", "H", "O", "H", "H", "O", "H", "H", "O", "H", "H", "O", "H", "H", "C", "C", "C", "C", "C", "C", "N", "O", "C", "C", "C", "H", "H", "H", "H", "H", "H", "H", "H", "H", "H", "H", "H", "H", "H", "H", "H", "H", "H", "H"], "positions_angstrom": [[3.46, -1.72, 5.35], [2.99, -1.37, 4.59], [4.27, -2.09, 4.98], [4.68, -2.56, 0.11], [4.97, -2.20, -0.74], [3.77, -2.24, 0.23], [5.17, -1.61, 2.70], [4.71, -0.78, 2.50], [5.22, -2.09, 1.85], [-0.76, -0.80, 1.06], [-1.27, -0.04, 0.75], [-1.12, -1.00, 1.94], [3.80, 0.69, 2.03], [4.46, 1.40, 2.10], [3.17, 0.88, 2.74], [1.49, -3.59, 3.44], [1.95, -3.05, 2.77], [0.82, -4.07, 2.93], [1.46, 0.13, 3.72], [0.94, -0.59, 4.10], [1.86, 0.57, 4.48], [1.93, -1.74, 0.95], [1.04, -1.50, 0.65], [2.17, -1.07, 1.60], [0.98, -3.14, -1.69], [1.80, -3.19, -1.18], [1.12, -2.42, -2.32], [-1.35, -3.37, -0.08], [-0.64, -3.48, -0.74], [-1.25, -2.46, 0.26], [0.54, 1.71, -0.96], [-0.81, 1.94, -1.69], [-0.76, 1.03, -2.95], [-2.13, 0.89, -3.61], [-3.11, 0.34, -2.60], [-3.28, 1.26, -1.36], [-1.94, 1.57, -0.84], [-1.82, 1.94, 0.51], [-4.09, 2.51, -1.64], [-3.97, 0.37, -0.31], [-0.85, 3.40, -2.16], [1.29, 1.34, -1.66], [0.43, 0.96, -0.18], [0.84, 2.64, -0.48], [-0.10, 1.52, -3.67], [-0.26, 0.08, -2.73], [-2.09, 0.34, -4.55], [-2.49, 1.89, -3.90], [-2.69, -0.59, -2.22], [-4.14, 0.19, -2.94], [-5.16, 2.29, -1.57], [-3.92, 3.34, -0.96], [-4.05, 2.90, -2.66], [-4.96, 0.00, -0.56], [-3.35, -0.50, -0.07], [-4.08, 0.93, 0.63], [-0.82, 4.03, -1.26], [-1.84, 3.64, -2.56], [0.01, 3.74, -2.73], [-2.21, 2.82, 0.57]], "multiplicity": 1, "e_lumo_ev": -0.01, "smiles": "CC1(C)CCCC(C)(C)N1O.O.O.O.O.O.O.O.O.O.O", "de_lowest_kcal_mol": 23.2, "gap_ev": 8.7958, "max_force_ev_per_a": 2.0}

=====

# 4
{"formula": "C9H3Cl5IrN4O", "method": "ωB97M-V/def2-TZVPD", "symbols": ["Ir", "Cl", "C", "C", "C", "Cl", "C", "Cl", "C", "Cl", "C", "Cl", "O", "N", "C", "C", "N", "C", "N", "N", "H", "H", "H"], "positions_angstrom": [[0.32, -1.71, -0.13], [2.28, -1.30, 1.33], [1.46, 0.25, 1.27], [0.34, 0.04, 0.46], [-0.61, 1.19, 0.16], [-3.25, 1.24, -0.15], [-0.24, 2.45, 0.93], [-1.31, 3.76, 0.74], [0.86, 2.55, 1.70], [1.23, 3.99, 2.54], [1.77, 1.40, 1.89], [3.15, 1.54, 2.85], [-1.86, 0.66, 0.60], [-0.62, 1.49, -1.27], [-0.69, 0.51, -2.08], [-0.70, -0.91, -1.64], [-1.32, -1.93, -1.43], [-0.77, 0.75, -3.50], [-0.86, 0.92, -4.63], [0.24, -3.94, 0.06], [-0.45, -4.18, 0.77], [1.11, -4.39, 0.33], [-0.07, -4.39, -0.80]], "multiplicity": 1, "e_lumo_ev": [-6.01, -6.01], "charge": 1, "de_lowest_kcal_mol": 3.0, "gap_ev": [6.6492, 6.6485], "max_force_ev_per_a": 1.2}

=====

# 5
{"formula": "C9H40BCrO9", "method": "ωB97M-V/def2-TZVPD", "symbols": ["Cr", "B", "H", "H", "H", "H", "C", "O", "H", "H", "H", "H", "C", "O", "H", "H", "H", "H", "C", "O", "H", "H", "H", "H", "C", "O", "H", "H", "H", "H", "C", "O", "H", "H", "H", "H", "C", "O", "H", "H", "H", "H", "C", "O", "H", "H", "H", "H", "C", "O", "H", "H", "H", "H", "C", "O", "H", "H", "H", "H"], "positions_angstrom": [[-1.56, -1.37, -0.02], [0.29, -0.24, -0.07], [-0.32, 0.74, -0.13], [1.39, 0.07, 0.09], [-0.02, -0.84, 0.85], [0.06, -0.90, -0.97], [4.20, -0.16, -1.22], [3.98, -1.54, -1.01], [3.43, 0.31, -1.83], [4.16, 0.34, -0.25], [5.18, 0.03, -1.67], [3.68, -1.93, -1.84], [-3.52, 0.57, -1.87], [-2.36, 0.36, -1.04], [-3.21, 0.67, -2.91], [-4.18, -0.28, -1.73], [-3.98, 1.53, -1.68], [-1.88, 1.22, -1.01], [0.50, -1.67, 3.43], [-0.51, -2.36, 2.68], [0.19, -1.60, 4.48], [1.44, -2.23, 3.42], [0.73, -0.70, 2.99], [-0.73, -3.20, 3.10], [2.59, 1.94, 2.06], [1.88, 1.76, 3.27], [3.38, 2.68, 2.20], [3.04, 1.01, 1.68], [1.94, 2.24, 1.23], [2.50, 1.67, 4.00], [1.62, 2.83, -1.91], [1.11, 1.56, -2.31], [1.42, 3.50, -2.74], [1.15, 3.23, -1.01], [2.69, 2.72, -1.73], [1.04, 0.97, -1.55], [-1.51, 3.42, 0.52], [-1.58, 2.99, -0.84], [-1.22, 4.48, 0.56], [-2.48, 3.35, 1.02], [-0.70, 2.93, 1.06], [-1.64, 3.77, -1.40], [1.04, -3.38, 0.06], [-0.39, -3.15, -0.05], [1.29, -4.23, -0.57], [1.59, -2.53, -0.34], [1.36, -3.59, 1.08], [-0.80, -4.01, -0.19], [-3.65, 0.05, 1.97], [-2.28, -0.26, 1.57], [-4.33, -0.09, 1.13], [-3.96, -0.59, 2.78], [-3.63, 1.11, 2.23], [-1.71, 0.16, 2.23], [-0.82, -2.22, -3.14], [-1.74, -2.09, -2.06], [-1.12, -1.73, -4.06], [0.11, -1.72, -2.84], [-0.48, -3.25, -3.31], [-2.63, -2.34, -2.37]], "multiplicity": 4, "e_lumo_ev": [-9.94, -8.25], "charge": 2, "de_lowest_kcal_mol": 2.7, "gap_ev": [4.9878, 6.6790], "max_force_ev_per_a": 2.8}

=====

# 6
{"formula": "C9H40FN19O9", "method": "ωB97M-V/def2-TZVPD", "symbols": ["N", "H", "H", "H", "H", "F", "C", "O", "N", "N", "H", "H", "H", "H", "C", "O", "N", "N", "H", "H", "H", "H", "C", "O", "N", "N", "H", "H", "H", "H", "C", "O", "N", "N", "H", "H", "H", "H", "C", "O", "N", "N", "H", "H", "H", "H", "C", "O", "N", "N", "H", "H", "H", "H", "C", "O", "N", "N", "H", "H", "H", "H", "C", "O", "N", "N", "H", "H", "H", "H", "C", "O", "N", "N", "H", "H", "H", "H"], "positions_angstrom": [[-7.39, 20.83, 18.68], [-8.07, 20.30, 18.12], [-6.97, 20.22, 19.41], [-7.72, 21.69, 19.14], [-6.61, 21.04, 18.05], [-6.38, 19.32, 20.67], [-9.68, 21.78, 13.79], [-10.51, 21.90, 12.88], [-9.96, 21.10, 14.92], [-8.41, 22.21, 13.64], [-10.92, 20.87, 15.10], [-9.16, 20.78, 15.44], [-7.92, 22.45, 14.49], [-8.31, 22.79, 12.82], [-5.43, 22.97, 20.88], [-5.20, 22.81, 19.69], [-6.00, 22.01, 21.72], [-5.01, 24.02, 21.64], [-6.37, 21.19, 21.25], [-5.43, 21.81, 22.52], [-4.51, 24.81, 21.27], [-4.98, 23.88, 22.63], [-9.11, 23.63, 20.28], [-9.27, 22.51, 19.80], [-9.58, 24.10, 21.48], [-8.14, 24.45, 19.75], [-10.48, 23.75, 21.77], [-9.19, 24.99, 21.73], [-7.52, 24.11, 19.02], [-7.99, 25.38, 20.09], [-2.59, 19.82, 18.91], [-1.73, 19.99, 18.02], [-3.74, 19.21, 18.56], [-2.46, 20.17, 20.21], [-3.88, 19.05, 17.58], [-4.44, 19.15, 19.30], [-1.61, 20.57, 20.55], [-3.26, 19.93, 20.78], [-6.93, 24.37, 16.08], [-6.48, 23.87, 17.11], [-8.25, 24.62, 15.95], [-6.15, 24.63, 14.99], [-8.57, 25.12, 15.14], [-8.84, 24.12, 16.60], [-5.16, 24.50, 15.10], [-6.67, 24.74, 14.14], [-10.07, 18.99, 17.36], [-8.99, 19.40, 16.90], [-10.49, 19.27, 18.63], [-11.00, 18.33, 16.63], [-9.83, 19.78, 19.19], [-11.25, 18.76, 19.03], [-10.91, 18.38, 15.63], [-11.90, 18.18, 17.05], [-5.94, 19.95, 15.10], [-6.15, 20.43, 16.23], [-6.82, 19.08, 14.56], [-4.81, 20.14, 14.38], [-6.55, 18.61, 13.72], [-7.72, 18.95, 15.00], [-4.37, 21.00, 14.66], [-4.52, 19.65, 13.56], [-10.31, 19.76, 22.45], [-10.86, 19.17, 21.50], [-10.97, 20.01, 23.60], [-9.09, 20.32, 22.32], [-11.92, 19.71, 23.77], [-10.48, 20.37, 24.40], [-8.83, 21.12, 22.86], [-8.74, 19.94, 21.45], [-7.09, 16.32, 18.92], [-7.20, 15.10, 18.94], [-6.09, 17.05, 18.31], [-7.97, 17.16, 19.51], [-5.35, 16.58, 17.83], [-5.94, 18.00, 18.59], [-8.69, 16.64, 19.99], [-7.48, 18.00, 19.82]], "multiplicity": 1, "e_lumo_ev": 0.19, "de_lowest_kcal_mol": 39.0, "gap_ev": 8.8285, "max_force_ev_per_a": 3.3}